No. 1
C35H41CsF5N6O4PS2Te as an isolated structure, computed with ωB97M-V with the def2-TZVPD basis set.

Element x y z (Å)
Cs (0.2077, 1.8873, 0.0855)
O (-0.9919, -2.2539, -2.6599)
N (-0.0222, -2.4864, -1.7231)
C (0.6478, -3.5264, -1.9972)
C (1.7503, -4.0212, -1.1622)
C (2.4338, -5.1233, -1.6783)
C (3.5205, -5.6805, -1.0277)
C (3.9408, -5.1295, 0.1701)
C (3.2627, -4.0429, 0.7046)
C (2.1620, -3.4686, 0.0708)
P (1.2500, -2.0440, 0.8322)
C (2.2016, -1.8305, 2.3890)
C (3.4245, -1.1687, 2.2509)
C (4.1930, -0.8581, 3.3590)
C (3.7366, -1.1717, 4.6335)
C (2.5114, -1.8004, 4.7839)
C (1.7500, -2.1329, 3.6690)
C (-0.2190, -2.9993, 1.3995)
C (-0.1431, -4.2566, 1.9962)
C (-1.2946, -4.9174, 2.3983)
C (-2.5400, -4.3326, 2.1975)
C (-2.6269, -3.0895, 1.5890)
C (-1.4703, -2.4311, 1.1927)
H (-1.1693, -1.2924, -2.6187)
H (0.4326, -4.0698, -2.9182)
H (2.1037, -5.5361, -2.6249)
H (4.0363, -6.5301, -1.4583)
H (4.7930, -5.5410, 0.6974)
H (3.6007, -3.6320, 1.6461)
H (3.7766, -0.8728, 1.2676)
H (5.1381, -0.3452, 3.2219)
H (4.3197, -0.8989, 5.5050)
H (2.1286, -2.0127, 5.7749)
H (0.7853, -2.6026, 3.8086)
H (0.8251, -4.7223, 2.1442)
H (-1.2216, -5.8931, 2.8646)
H (-3.4393, -4.8528, 2.5065)
H (-3.5917, -2.6310, 1.4026)
H (-1.5451, -1.4838, 0.6785)
O (-1.1842, 3.2541, -1.6895)
C (-0.2305, 3.2515, -2.5081)
O (0.9890, 3.2142, -2.1818)
C (-0.5861, 3.3423, -3.9733)
C (-0.7290, 4.6068, -4.5275)
C (-1.0709, 4.7846, -5.8632)
C (-1.2836, 3.6535, -6.6438)
C (-1.1540, 2.3891, -6.0926)
C (-0.7977, 2.1811, -4.7457)
S (-0.6556, 0.5603, -4.1107)
H (-0.5665, 5.4720, -3.8914)
H (-1.1735, 5.7802, -6.2810)
H (-1.5579, 3.7559, -7.6899)
H (-1.3290, 1.5098, -6.7019)
C (-4.2695, -1.6081, -2.1065)
N (-4.9877, -0.7113, -1.2089)
C (-6.0784, -0.0217, -1.8838)
C (-4.1670, 0.0700, -0.3959)
N (-2.8999, 0.0188, -0.5175)
N (-4.8625, 0.9030, 0.4938)
C (-5.8638, 0.2855, 1.3430)
C (-4.0721, 1.9115, 1.1720)
H (-4.9991, -2.2678, -2.5799)
H (-3.5512, -2.2028, -1.5494)
H (-3.7177, -1.0599, -2.8779)
H (-5.7179, 0.5253, -2.7643)
H (-6.5578, 0.6878, -1.2150)
H (-6.8183, -0.7545, -2.2124)
H (-2.4556, 0.5152, 0.2468)
H (-6.3422, -0.5362, 0.8161)
H (-6.6240, 1.0204, 1.6202)
H (-5.4190, -0.1095, 2.2679)
H (-3.4196, 1.4944, 1.9532)
H (-4.7496, 2.6207, 1.6492)
H (-3.4619, 2.4535, 0.4491)
S (5.4164, 0.7494, -0.3811)
C (4.6885, 2.2572, -0.1464)
N (4.5637, 2.7802, 1.0896)
C (3.8554, 4.0144, 1.4060)
C (2.8708, 4.3413, 0.3037)
C (3.5862, 4.2902, -1.0346)
N (4.2422, 2.9935, -1.1756)
H (4.7984, 2.1474, 1.8356)
H (4.5757, 4.8356, 1.5080)
H (3.3554, 3.8856, 2.3626)
H (2.4188, 5.3180, 0.4715)
H (2.0811, 3.5962, 0.2439)
H (4.3373, 5.0866, -1.1030)
H (2.8682, 4.3837, -1.8468)
H (4.1386, 2.4940, -2.0439)
F (-1.0060, 2.3937, 4.1028)
Te (0.8344, 2.1243, 3.8162)
F (0.8153, 3.6693, 2.7196)
F (1.0353, 3.3844, 5.1902)
F (2.7180, 2.1485, 3.8612)
F (0.8089, 0.8848, 5.2216)
O (0.7042, 1.0262, 2.4292)

The value obtained for the largest force on an atom is 0.03325 hartree/bohr. As for the HOMO energy: -0.03860 Ha. For the lowest unoccupied orbital energy, the calculation gives 3.68 eV. Its total charge is -2. For the total energy, the calculation gives -3913.160074 Eh.

---

No. 2
C15H54BNO23 as an isolated structure, computed with ωB97M-V with the def2-TZVPD basis set.

Element x y z (Å)
C (4.0393, 1.7131, -0.4964)
C (4.3023, 1.2451, 0.9346)
C (3.8113, -0.1419, 1.1906)
C (2.2983, -0.1389, 1.6686)
N (1.9063, -1.3899, 2.4506)
C (1.8413, -2.5829, 1.6316)
C (0.5433, -2.7509, 0.8326)
C (-0.4137, -1.6889, 1.6106)
C (0.3963, -1.2139, 2.8376)
C (2.8303, -1.5489, 3.6096)
C (2.8903, -0.4029, 4.6396)
C (3.6093, -0.7069, 5.9136)
H (4.7593, 1.2411, -1.3194)
H (4.2233, 2.7501, -0.5794)
H (2.8583, 1.4451, -0.7954)
H (3.5813, 2.0181, 1.4486)
H (5.4153, 1.4391, 0.9956)
H (4.4393, -0.3379, 1.9976)
H (4.0863, -0.8199, 0.3166)
H (1.7373, -0.0419, 0.6726)
H (2.1163, 0.6941, 2.2666)
H (1.9003, -3.4669, 2.2666)
H (2.6313, -2.8289, 0.8526)
H (0.0583, -3.7409, 0.6956)
H (0.6323, -2.1659, 0.0566)
H (-1.3837, -2.0559, 1.9186)
H (-0.5587, -0.8849, 0.8666)
H (0.1043, -1.7979, 3.6896)
H (0.0393, -0.1389, 3.1456)
H (3.8333, -1.8199, 3.4106)
H (2.4593, -2.7189, 4.1506)
H (1.8203, 0.0541, 5.1076)
H (3.3823, 0.5111, 4.3706)
H (3.6193, 0.2451, 6.4666)
H (4.6813, -1.1669, 5.6966)
H (3.0933, -1.4049, 6.4566)
O (-2.0137, 3.0171, -2.4294)
C (-1.3777, 2.1061, -1.9664)
O (-1.9937, 0.9651, -2.0384)
B (-1.0947, -0.0189, -1.5164)
O (0.1073, 0.7461, -1.1034)
C (-0.0827, 1.9421, -1.4574)
O (0.7763, 2.8101, -1.3684)
O (-0.7757, -0.9999, -2.5784)
C (-1.2797, -2.0519, -2.1874)
O (-0.9707, -3.1829, -2.7994)
C (-1.8527, -2.0389, -0.9114)
O (-1.6287, -0.8399, -0.4334)
O (-2.4017, -2.9289, -0.3774)
O (-4.0877, 2.2751, -4.1224)
H (-3.6437, 2.2501, -3.3434)
H (-4.9387, 2.4431, -3.7584)
O (-5.0167, -1.6039, -0.0524)
H (-4.6607, -1.5839, -0.9294)
H (-5.4667, -0.6599, 0.0296)
O (0.0653, 1.7051, -4.8284)
H (-0.4437, 2.5231, -4.8424)
H (0.9083, 1.9531, -4.4864)
O (1.4003, -5.8189, -3.1484)
H (0.4273, -5.6309, -2.6814)
H (1.4043, -6.8589, -3.1964)
O (1.4043, 5.0831, 1.1166)
H (0.9143, 4.6531, 0.2446)
H (2.2113, 5.3691, 0.8926)
O (-1.5807, 1.7151, 1.2216)
H (-2.0647, 1.0851, 1.4376)
H (-0.8697, 1.8351, 1.9206)
O (-3.6837, -5.3959, -0.6844)
H (-3.1627, -4.6419, -0.2524)
H (-3.2677, -5.6029, -1.4984)
O (1.5443, -2.6659, -4.1004)
H (1.6233, -3.4189, -4.7514)
H (0.5683, -2.7539, -3.7284)
O (-4.3297, -2.5169, 2.4026)
H (-4.3547, -2.2959, 1.3876)
H (-5.3727, -2.4799, 2.5726)
O (-2.1927, 6.2201, -3.1144)
H (-2.1337, 5.8821, -4.0634)
H (-2.4837, 5.6061, -2.6884)
O (-4.3817, 5.0461, -1.5724)
H (-4.0367, 4.2851, -1.0924)
H (-4.0127, 5.7761, -0.9594)
O (-4.0847, 2.6731, 0.0446)
H (-3.1767, 2.3421, 0.2136)
H (-4.5167, 3.1671, 0.9186)
O (-1.9577, -5.7039, -2.7854)
H (-1.7847, -4.7769, -2.9414)
H (-1.8017, -6.2169, -3.5284)
O (2.7143, 4.2611, -2.4624)
H (2.0713, 3.6011, -1.9604)
H (2.2583, 4.9251, -3.0074)
O (0.1543, 2.7371, 2.0116)
H (0.4263, 3.3901, 1.4186)
H (0.4193, 2.9001, 2.9356)

The value obtained for the largest force on an atom is 0.30768 hartree/bohr. As for the HOMO energy: -0.35893 Ha. For the lowest unoccupied orbital energy, the calculation gives -0.77 eV. Its total charge is 0. For the total energy, the calculation gives -2413.867308 Eh.

---

No. 3
One molecule with the formula C6H12O, computed with ωB97M-V with the def2-TZVPD basis set.

Element x y z (Å)
C (-0.8350, -1.5411, -0.8546)
C (-0.7102, -0.1268, -0.2890)
C (-1.2065, -0.0526, 1.1565)
C (0.0964, 2.6754, -0.5772)
O (0.7258, 1.7754, 0.1183)
C (0.7124, 0.4225, -0.4434)
C (1.8061, -0.3474, 0.2725)
H (-1.8844, -1.8549, -0.8563)
H (-0.4657, -1.6029, -1.8852)
H (-0.2774, -2.2656, -0.2487)
H (-1.3292, 0.5468, -0.8967)
H (-0.7214, -0.8035, 1.7912)
H (-2.2862, -0.2296, 1.1968)
H (-1.0131, 0.9331, 1.5903)
H (0.1824, 3.5743, 0.0845)
H (0.9443, 0.5304, -1.5089)
H (1.5925, -0.4406, 1.3420)
H (1.9000, -1.3522, -0.1511)
H (2.7690, 0.1594, 0.1588)

The value obtained for the largest force on an atom is 0.01036 hartree/bohr. As for the HOMO energy: -0.31257 Ha. For the lowest unoccupied orbital energy, the calculation gives 0.87 eV. Its total charge is 0. For the total energy, the calculation gives -310.948665 Eh.

---

No. 4
An isolated ion of composition C4H6NO and charge +1, computed with ωB97M-V with the def2-TZVPD basis set.

Element x y z (Å)
C (-0.5166, 0.3989, -0.2071)
C (-1.2526, -1.0737, 1.5631)
C (-1.0480, 0.2628, 1.2681)
C (1.4376, 0.0874, -1.4092)
N (0.6992, 0.0697, -0.2544)
O (-1.3381, -2.1888, 1.6806)
H (-1.0320, 0.7022, -1.0436)
H (-0.3434, 0.6013, 1.9788)
H (-2.0345, 0.8599, 1.6317)
H (1.9542, -0.8186, -1.5378)
H (2.3791, 0.6413, -1.3608)
H (1.0951, 0.4576, -2.3094)

The value obtained for the largest force on an atom is 0.08378 hartree/bohr. As for the HOMO energy: -0.54615 Ha. For the lowest unoccupied orbital energy, the calculation gives -5.47 eV. Its total charge is +1. For the total energy, the calculation gives -285.644710 Eh.

---

No. 5
A 2-piece molecular cluster, C4H6BrNS overall, computed with ωB97M-V with the def2-TZVPD basis set.

Element x y z (Å)
C (0.0776, -1.2709, 0.8965)
C (0.2589, -1.4723, -0.5696)
C (-1.3414, 0.2214, 0.2497)
C (0.7801, 1.8126, -0.2085)
N (-0.7771, -0.3131, 1.3112)
S (-1.0608, -0.5832, -1.3331)
Br (-2.7152, 1.4868, 0.4527)
H (0.4544, -1.9004, 1.6385)
H (1.3125, -1.0829, -0.6197)
H (0.3015, -2.4266, -1.0315)
H (1.4015, 1.1477, -0.8190)
H (1.0200, 1.7578, 0.8434)
H (0.2881, 2.6232, -0.8106)

The value obtained for the largest force on an atom is 0.04866 hartree/bohr. As for the HOMO energy (spin up / spin down): -0.26698 / -0.31243 Ha. For the lowest unoccupied orbital energy (spin up / spin down), the calculation gives 0.15 / -0.27 eV. Its total charge is 0. For the total energy, the calculation gives -3182.818283 Eh.

---

No. 6
A 6-piece molecular cluster, C18H42Cl3N3O14 overall, computed with ωB97M-V with the def2-TZVPD basis set.

Element x y z (Å)
N (-12.4796, -22.2315, 13.1368)
H (-13.4394, -22.4617, 12.9225)
H (-11.7609, -22.7043, 12.6077)
H (-12.3584, -22.2095, 14.1393)
H (-12.3497, -21.3332, 12.6938)
Cl (-11.4145, -22.8898, 17.1285)
O (-12.1662, -22.2457, 16.1541)
O (-11.4730, -22.2403, 18.3516)
O (-12.0797, -24.1910, 17.3558)
O (-10.0907, -23.0760, 16.6620)
Cl (-16.2531, -21.2234, 15.4644)
O (-17.0749, -20.0940, 15.6461)
O (-15.8547, -21.7939, 16.6818)
O (-17.0875, -22.1621, 14.9011)
O (-15.0917, -21.0843, 14.6472)
Cl (-15.1573, -25.5080, 13.8306)
O (-14.7170, -24.9030, 15.0871)
O (-14.6777, -24.7817, 12.6656)
O (-14.6756, -26.8818, 13.7604)
O (-16.6392, -25.6622, 13.8192)
C (-9.2021, -26.7332, 11.9515)
C (-8.9542, -25.1876, 11.9892)
C (-7.6955, -24.8702, 11.0677)
C (-7.9630, -25.0725, 9.6149)
C (-9.0080, -24.0626, 9.2472)
C (-10.3091, -24.4467, 9.9005)
N (-10.1702, -24.4646, 11.4000)
O (-11.3694, -24.8072, 12.0089)
C (-11.3223, -23.3555, 9.5590)
C (-10.9503, -25.7378, 9.3598)
C (-8.6999, -24.6490, 13.4126)
H (-8.2669, -27.1514, 12.3237)
H (-9.3911, -27.2795, 11.0274)
H (-10.1241, -26.9273, 12.4996)
H (-7.2384, -23.9087, 11.3017)
H (-6.9232, -25.6292, 11.1923)
H (-8.3857, -26.0358, 9.3292)
H (-6.9822, -24.9466, 9.1562)
H (-9.1664, -24.1235, 8.1705)
H (-8.6328, -23.0511, 9.4031)
H (-11.1868, -22.4855, 10.2015)
H (-11.3758, -23.0809, 8.5055)
H (-12.3612, -23.5808, 9.7999)
H (-11.9306, -25.9412, 9.7910)
H (-11.2180, -25.4762, 8.3361)
H (-10.4763, -26.7168, 9.4309)
H (-8.5091, -23.5859, 13.2665)
H (-7.7992, -25.1723, 13.7337)
H (-9.6135, -24.7604, 13.9966)
H (-11.3215, -25.7633, 11.9376)
C (-8.8567, -18.5702, 11.4850)
C (-9.6528, -19.3972, 12.6278)
C (-9.1405, -19.1731, 14.1012)
C (-9.6202, -17.8787, 14.8694)
C (-11.1770, -17.8108, 14.7766)
C (-11.7076, -17.8904, 13.3364)
N (-11.1406, -19.0830, 12.5782)
O (-11.8160, -19.4816, 11.4649)
C (-13.2038, -18.0627, 13.3839)
C (-11.4569, -16.5647, 12.6123)
C (-9.4214, -20.9947, 12.4371)
H (-7.8621, -18.9482, 11.2486)
H (-9.4153, -18.5474, 10.5493)
H (-8.5309, -17.5762, 11.7913)
H (-9.4349, -20.0115, 14.7324)
H (-8.0547, -19.2268, 14.0221)
H (-9.2940, -17.8409, 15.9088)
H (-9.1246, -17.0778, 14.3208)
H (-11.5708, -16.9619, 15.3355)
H (-11.5188, -18.6629, 15.3643)
H (-13.7381, -17.1889, 13.7568)
H (-13.5247, -18.9199, 13.9758)
H (-13.6314, -18.2654, 12.4019)
H (-10.4804, -16.7276, 12.1563)
H (-11.4746, -15.6153, 13.1475)
H (-12.1803, -16.5572, 11.7970)
H (-10.0354, -21.2130, 11.5633)
H (-8.3596, -21.1228, 12.2270)
H (-9.6639, -21.6299, 13.2891)
H (-11.3361, -19.0279, 10.7681)

The value obtained for the largest force on an atom is 0.13178 hartree/bohr. As for the HOMO energy: -0.09861 Ha. For the lowest unoccupied orbital energy, the calculation gives 3.28 eV. Its total charge is -2. For the total energy, the calculation gives -3308.323655 Eh.

---

Going through the records in order, we get energy above the lowest of the compared OMol25 structures with the same formula, charge and spin values of 176.8 217.9 290.4 203.5 399.1 469.4 kJ/mol.